1.
Density functional theory data (ωB97M-V/def2-TZVPD) for an isolated ion of composition C3H4NO2S and charge -1.

Structure (XYZ):
```
11
Properties=species:S:1:pos:R:3:mulliken_charge:R:1
O 1.45126 -1.49693 1.20100 -0.705
H -0.31414 2.20225 -0.08007 0.219
C -0.57824 -0.37488 0.25506 -0.069
O 1.52685 0.60828 0.51558 -0.594
H 0.12080 -2.36900 -0.02981 0.124
N -0.54949 0.29831 -0.88938 -0.446
C 1.00722 -0.43965 0.75885 0.505
C -0.27813 1.55521 -0.99932 -0.368
H -0.06377 1.90519 -1.89718 0.351
H -1.17674 0.16893 1.09198 0.289
S -1.14562 -2.05770 0.07330 -0.306
```

Its SMILES is C=N[C@@H](S)C(=O)[O-]. Its gap between HOMO and LUMO is 0.297 hartree. Its net charge is -1. As for the multiplicity: 1.

2.
Density functional theory data (ωB97M-V/def2-TZVPD) for an isolated ion of composition C3H4NO3 and charge -1.

Structure (XYZ):
```
11
Properties=species:S:1:pos:R:3:mulliken_charge:R:1
O -2.24106 -0.95926 -1.07693 -0.539
C 1.11449 1.29703 -0.36077 -0.643
O -1.69686 -0.02692 0.91602 -0.414
O 0.52113 -0.84957 1.15451 -0.626
H 1.41094 2.05224 -0.98840 0.364
N 0.63977 0.27413 -0.89725 -0.655
H 0.58999 -1.62342 -0.71135 0.461
H 1.27132 1.54617 0.73823 0.263
H -0.32366 -0.38831 1.57899 0.429
C -1.56356 -0.52734 -0.14853 0.341
C 0.27751 -0.79475 -0.20451 0.018
```

Its gap between HOMO and LUMO (alpha / beta) is 0.152 / 0.254 hartree. Its net charge is -1. As for the multiplicity: 3.

3.
Density functional theory data (ωB97M-V/def2-TZVPD) for a 2-piece molecular cluster, C3H4NO3 overall.

Structure (XYZ):
```
11
Properties=species:S:1:pos:R:3:mulliken_charge:R:1
O 0.89939 0.97162 -0.54728 -0.558
H -0.47295 1.30452 0.42942 0.428
C 1.27807 -1.33150 0.06102 0.076
C -2.11975 0.40734 -0.06294 0.682
O 0.14468 -1.54637 0.47362 -0.395
O -2.67521 -0.05022 -0.94648 -0.140
C 1.56002 -0.03245 -0.73005 0.151
H 2.22339 -1.99123 0.39360 0.306
H 2.40524 -0.18446 -1.40721 0.366
H -1.78703 1.48591 1.55858 0.308
N -1.45585 0.96682 0.77771 -0.224
```

Its gap between HOMO and LUMO is 0.342 hartree. Its net charge is +1. As for the multiplicity: 1.

4.
Density functional theory data (ωB97M-V/def2-TZVPD) for a 2-piece molecular cluster, C3H4NO4S3 overall.

Structure (XYZ):
```
15
Properties=species:S:1:pos:R:3:mulliken_charge:R:1
H 1.95786 -1.76903 0.49439 0.331
H -1.85658 0.59577 -2.49114 0.343
O -3.58936 3.22865 -3.06572 -0.564
O -1.30875 3.11306 -2.04231 -0.414
H 1.56422 -0.93002 2.07802 0.202
C 1.22569 -1.44645 1.11932 -0.253
C 0.30830 -0.40973 0.47241 0.153
S 0.77794 0.95855 -0.39510 -0.511
H -0.81241 2.28123 -1.67972 0.190
C 0.18642 -2.46783 1.43449 0.181
S 0.48369 -3.87354 2.22312 -0.366
O -2.38253 1.12034 -3.10602 -0.465
O -1.03448 -1.98363 1.22772 -0.201
N -0.99773 -0.70922 0.62600 -0.354
S -2.80143 2.40836 -2.14981 0.727
```

Its gap between HOMO and LUMO is 0.279 hartree. Its net charge is -1. As for the multiplicity: 1.

5.
Density functional theory data (ωB97M-V/def2-TZVPD) for a 2-piece molecular cluster, C3H4NOP overall.

Structure (XYZ):
```
10
Properties=species:S:1:pos:R:3:mulliken_charge:R:1
C -2.42069 0.28648 0.33017 -0.116
C 1.15274 0.72118 0.29907 -1.101
P -0.20380 -1.63179 0.65518 0.229
O 0.70203 -0.60006 -1.68555 -0.438
H 0.36088 1.20212 0.85095 0.376
C 0.54489 -0.34139 -0.53612 0.556
N -2.99812 1.21802 -0.01570 -0.360
H 1.51332 1.45507 -0.28395 0.358
H 2.02852 0.26329 0.73847 0.358
H -0.67977 -2.57293 -0.35253 0.139
```

Its gap between HOMO and LUMO (alpha / beta) is 0.257 / 0.257 hartree. Its net charge is 0. As for the multiplicity: 1.

6.
Density functional theory data (ωB97M-V/def2-TZVPD) for one molecule with the formula C3H4NP.

Structure (XYZ):
```
9
Properties=species:S:1:pos:R:3:mulliken_charge:R:1
H 0.27214 -0.54714 2.50145 0.340
C -0.15012 -0.12227 -1.20400 -0.810
N 0.42402 0.93456 0.97100 -0.566
H -0.07456 -1.28776 -1.25223 0.245
H -0.02185 0.05446 -2.36564 0.206
H 0.23891 1.95362 -0.72811 0.365
C 0.24772 0.89836 -0.40431 0.169
P -0.99470 -1.58741 1.01067 0.077
C 0.05844 -0.29642 1.47117 -0.026
```

Its gap between HOMO and LUMO (alpha / beta) is 0.238 / 0.248 hartree. Its net charge is 0. As for the multiplicity: 1.

7.
Density functional theory data (ωB97M-V/def2-TZVPD) for an isolated ion of composition C3H4NS and charge +1.

Structure (XYZ):
```
9
Properties=species:S:1:pos:R:3:mulliken_charge:R:1
H 0.10376 -0.15451 2.51345 0.409
C 0.10097 -0.01099 1.45664 -0.051
H 0.03672 2.19141 -1.01711 0.408
H -0.37718 -1.93382 -1.60476 0.328
C -0.15605 -1.04594 -0.91077 -0.254
C 0.16680 1.28177 -0.46764 -0.184
N 0.01633 1.03684 0.72964 -0.103
S 0.23439 -1.45073 0.58787 0.223
H -0.12574 0.08597 -1.28731 0.225
```

Its gap between HOMO and LUMO is 0.278 hartree. Its net charge is +1. As for the multiplicity: 1.

8.
Density functional theory data (ωB97M-V/def2-TZVPD) for an isolated ion of composition C3H4NS and charge +1.

Structure (XYZ):
```
9
Properties=species:S:1:pos:R:3:mulliken_charge:R:1
C -0.78388 -0.28123 0.93680 -0.202
S -0.26803 0.82211 2.05974 0.163
H 1.41694 2.31120 0.90079 0.310
H 0.88868 1.00308 -0.08723 0.155
C -0.63794 -0.82338 -0.12746 0.536
C 0.72439 1.46769 0.92440 -0.127
N -0.46212 -1.49212 -1.19934 -0.404
H -1.32080 -1.61355 -1.67353 0.277
H 0.44277 -1.39381 -1.73418 0.292
```

Its gap between HOMO and LUMO is 0.261 hartree. Its net charge is +1. As for the multiplicity: 1.

9.
Density functional theory data (ωB97M-V/def2-TZVPD) for C3H4Na2O as an isolated structure.

Structure (XYZ):
```
10
Properties=species:S:1:pos:R:3:mulliken_charge:R:1
Na -2.44498 -1.91181 -2.83717 0.833
H 1.77672 0.24140 -0.53507 0.135
Na 0.04221 -1.59950 1.62246 0.739
C -1.66428 -0.40581 -1.14718 -0.371
H 0.95338 1.49021 2.12701 0.070
C 1.04126 0.60195 1.46501 -0.532
H -1.72083 0.27253 -0.24583 0.096
C 1.64608 0.95399 0.29632 -0.660
H 1.96374 1.98082 0.03844 0.222
O -1.59332 -1.62376 -0.78397 -0.531
```

Its gap between HOMO and LUMO is 0.195 hartree. Its net charge is 0. As for the multiplicity: 1.

10.
Density functional theory data (ωB97M-V/def2-TZVPD) for C3H4Na2O3 as an isolated structure.

Structure (XYZ):
```
12
Properties=species:S:1:pos:R:3:mulliken_charge:R:1
C -0.87948 0.39091 2.06143 -0.526
O 1.58504 0.80337 -0.25795 -0.648
Na 2.60810 -0.75113 -2.29985 0.270
Na -1.61472 -1.93816 -0.25724 0.917
H -1.62584 0.03631 2.77607 0.294
H -2.40656 0.83261 0.55620 0.514
H 0.10332 0.07926 2.41932 0.299
C -1.35905 0.75516 0.85102 -0.505
O -0.51641 1.35217 -0.07670 -0.323
O 0.10240 -0.52877 -1.14911 -0.819
H 3.57322 -1.63337 -3.92196 -0.268
C 0.42999 0.60163 -0.70125 0.796
```

Its gap between HOMO and LUMO is 0.146 hartree. Its net charge is 0. As for the multiplicity: 1.

11.
Density functional theory data (ωB97M-V/def2-TZVPD) for one molecule with the formula C3H4O.

Structure (XYZ):
```
8
Properties=species:S:1:pos:R:3:mulliken_charge:R:1
H 2.49920 -0.15341 -0.04900 0.268
O 0.54370 0.60943 -0.16582 -0.287
H -2.62113 -0.47068 0.15829 0.236
C 1.40658 -0.40417 -0.03311 -0.497
C -1.54983 -0.38683 -0.25554 -0.451
C -0.76873 0.56899 0.09040 0.048
H -0.80159 1.65531 0.34551 0.314
H 1.29180 -1.41864 -0.09073 0.369
```

Its gap between HOMO and LUMO (alpha / beta) is 0.232 / 0.376 hartree. Its net charge is 0. As for the multiplicity: 1.

12.
Density functional theory data (ωB97M-V/def2-TZVPD) for one molecule with the formula C3H4O.

Structure (XYZ):
```
8
Properties=species:S:1:pos:R:3:mulliken_charge:R:1
C -0.52914 0.43269 1.02861 -0.537
H 0.33934 0.28778 1.60772 0.245
C 0.74954 -0.41733 -0.83254 0.188
H -1.31603 0.81612 1.68020 0.266
O 1.79832 -0.47421 -0.19445 -0.465
H -1.22562 0.33807 -1.16197 0.252
H 0.61251 -1.22358 -1.79272 0.212
C -0.42892 0.24048 -0.33485 -0.161
```

Its SMILES is C=CC=O. Its gap between HOMO and LUMO is 0.360 hartree. Its net charge is 0. As for the multiplicity: 1.

13.
Density functional theory data (ωB97M-V/def2-TZVPD) for a 2-piece molecular cluster, C3H4O overall.

Structure (XYZ):
```
8
Properties=species:S:1:pos:R:3:mulliken_charge:R:1
H -2.70368 -0.55187 -0.21539 0.304
C 2.18519 -0.44775 0.16988 -0.042
H 1.38443 -0.11737 0.93809 0.163
O 2.97348 0.33835 -0.22219 -0.357
H 2.24781 -1.47729 -0.20248 0.249
C -2.25955 0.34936 -0.17465 -0.467
H -2.68935 1.14574 -0.57940 0.273
C -1.13831 0.76082 0.28613 -0.123
```

Its gap between HOMO and LUMO (alpha / beta) is 0.351 / 0.275 hartree. Its net charge is 0. As for the multiplicity: 3.

14.
Density functional theory data (ωB97M-V/def2-TZVPD) for one molecule with the formula C3H4O2.

Structure (XYZ):
```
9
Properties=species:S:1:pos:R:3:mulliken_charge:R:1
C -0.43849 -0.33975 0.02343 0.016
O 0.44800 0.70412 0.02701 -0.295
H -2.54964 -0.85477 -0.15072 0.241
C 1.78055 0.40351 -0.02748 0.179
H -2.02974 0.91364 0.26746 0.241
C -1.74596 -0.10186 0.02372 -0.637
H 2.39194 1.29998 -0.11390 0.375
H -0.04070 -1.31638 -0.12266 0.336
O 2.18402 -0.70848 0.07315 -0.456
```

Its SMILES is C=COC=O. Its gap between HOMO and LUMO is 0.393 hartree. Its net charge is 0. As for the multiplicity: 1.

15.
Density functional theory data (ωB97M-V/def2-TZVPD) for one molecule with the formula C3H4O2.

Structure (XYZ):
```
9
Properties=species:S:1:pos:R:3:mulliken_charge:R:1
C 1.14908 -0.14452 0.20475 -0.119
H -0.58037 -1.09404 -0.95339 0.274
O 1.71690 0.62360 -0.54184 -0.497
H 1.44908 -1.19816 0.32277 0.417
H -1.05149 0.69505 -1.09472 0.302
O -1.35447 -0.41497 0.84415 -0.358
C -0.89599 -0.17185 -0.46449 -0.439
H -0.27453 1.38106 0.95900 0.328
C -0.15823 0.32382 0.72378 0.092
```

Its SMILES is O=C[C@H]1CO1. Its gap between HOMO and LUMO is 0.411 hartree. Its net charge is 0. As for the multiplicity: 1.

16.
Density functional theory data (ωB97M-V/def2-TZVPD) for C3H4O2 as an isolated structure.

Structure (XYZ):
```
9
Properties=species:S:1:pos:R:3:mulliken_charge:R:1
O 0.77107 1.90112 0.51942 -0.442
C 0.09172 0.96999 0.14992 0.275
O -0.26257 -1.31024 -0.17568 -0.453
H -1.94060 -0.36912 0.68030 0.287
H 1.45369 -0.45811 0.96029 0.234
C 1.05630 -0.13290 0.00484 -0.178
H -1.72034 -0.19714 -1.15232 0.277
C -1.26036 -0.41819 -0.18108 -0.281
H 1.79090 0.00600 -0.80847 0.280
```

Its gap between HOMO and LUMO is 0.363 hartree. Its net charge is 0. As for the multiplicity: 1.

17.
Density functional theory data (ωB97M-V/def2-TZVPD) for one molecule with the formula C3H4O2.

Structure (XYZ):
```
9
Properties=species:S:1:pos:R:3:mulliken_charge:R:1
O -0.41450 -0.93775 -1.08663 -0.464
C 0.32941 0.06578 2.02152 -0.399
O 0.12163 1.16402 -1.57895 -0.469
H -0.81403 -1.36426 -0.39433 0.298
H 0.04627 0.49991 -2.40711 0.408
C -0.05520 0.28402 -0.56745 0.615
C 0.33360 0.59428 0.72774 -0.361
H 0.93491 1.44324 0.56050 0.257
H -0.60224 -0.47505 2.23511 0.115
```

Its gap between HOMO and LUMO (alpha / beta) is 0.275 / 0.275 hartree. Its net charge is 0. As for the multiplicity: 1.

18.
Density functional theory data (ωB97M-V/def2-TZVPD) for C3H4O2 as an isolated structure.

Structure (XYZ):
```
9
Properties=species:S:1:pos:R:3:mulliken_charge:R:1
H -1.93407 -0.29895 0.96015 0.348
H 0.43387 -2.31508 0.26372 0.325
O -0.88166 1.27561 -0.10448 -0.376
O 0.99208 -1.52926 0.30260 -0.536
H 0.59017 0.86897 -1.56508 0.206
C -1.01346 0.01041 0.48253 -0.320
H 1.20677 1.55301 -0.01278 0.220
C 0.21022 -0.43261 0.18315 0.367
C 0.47267 0.89059 -0.47828 -0.235
```

Its gap between HOMO and LUMO is 0.332 hartree. Its net charge is 0. As for the multiplicity: 1.

19.
Density functional theory data (ωB97M-V/def2-TZVPD) for one molecule with the formula C3H4O2.

Structure (XYZ):
```
9
Properties=species:S:1:pos:R:3:mulliken_charge:R:1
C -0.16900 0.05656 -0.73314 -0.239
H 1.60914 -0.86249 0.35063 0.167
H -1.77535 -0.93566 -0.64779 0.325
O 1.07576 1.12287 0.86092 -0.302
C -0.18279 0.50785 0.59554 -0.011
O -1.12316 -0.68125 -1.31652 -0.449
H 0.62582 0.36588 -1.39845 0.451
H -1.05730 0.70405 1.21902 0.360
C 0.99688 -0.27782 1.06979 -0.302
```

Its gap between HOMO and LUMO is 0.305 hartree. Its net charge is 0. As for the multiplicity: 1.

20.
Density functional theory data (ωB97M-V/def2-TZVPD) for one molecule with the formula C3H4O2.

Structure (XYZ):
```
9
Properties=species:S:1:pos:R:3:mulliken_charge:R:1
H -1.86404 0.43548 -0.64180 0.297
O 0.14904 -1.36044 -0.75480 -0.321
C -0.85082 0.56544 -0.24210 -0.611
H -0.56940 1.55990 0.11095 0.240
C 0.36396 0.12751 -0.91949 -0.258
C 0.16209 -0.49975 0.35322 0.318
O 0.85201 -0.40833 1.47956 -0.399
H 1.09490 0.53969 -1.63648 0.358
H 0.66227 -0.95950 2.25094 0.376
```

Its gap between HOMO and LUMO (alpha / beta) is 0.155 / 0.337 hartree. Its net charge is 0. As for the multiplicity: 3.